Record 1
20
Properties=species:S:1:pos:R:3:forces:R:3 method="wB97M-V/def2-TZVPD" charge=0 molar_mass_g_mol=125.17 multiplicity=1 gap_ev="7.25 / 7.25" homo_energy_ev="-7.98 / -7.98" lumo_ha="-0.027 / -0.027"
C -0.6137 -0.3444 0.3354 0.63 -3.50 2.04
H 1.7336 1.9991 -1.9239 0.04 -0.60 -0.27
N 1.9994 1.0649 -1.5916 -0.49 -0.56 0.43
C 1.0433 0.4756 -1.0367 -3.52 2.18 1.13
H 1.4751 -1.6838 1.4658 0.04 0.14 -0.06
H -1.9351 0.3135 1.9066 0.09 -0.13 0.02
C -0.8484 0.8051 -1.2675 2.53 1.12 -2.41
C -1.2369 -1.5924 0.1863 0.27 2.21 -0.28
C 1.8853 -1.0256 0.7002 -0.28 0.11 -0.03
H -0.9562 -2.2529 -0.6250 0.25 -0.11 0.22
C -0.8995 0.4540 1.5919 -0.38 0.61 -0.29
H -0.2287 0.1649 2.4046 -0.04 -0.15 -0.11
H -1.1185 0.0325 -2.0023 -0.36 0.08 0.07
H 2.5355 -0.2693 1.1454 0.00 -0.11 0.10
H 2.4819 -1.6189 0.0043 -0.10 0.01 0.05
N 0.7920 -0.3495 -0.0141 1.32 -0.59 -0.89
N -1.2823 2.0122 -1.3333 0.47 -0.73 0.19
H -0.7730 1.5269 1.4402 0.09 -0.01 -0.20
H -2.1359 -1.8273 0.7412 -0.13 0.12 -0.16
H -1.9180 2.1155 -2.1276 -0.43 -0.08 0.45

---

Record 2
20
Properties=species:S:1:pos:R:3:forces:R:3 method="wB97M-V/def2-TZVPD" charge=0 molar_mass_g_mol=406.25 multiplicity=1 gap_ev=3.36 homo_energy_ev=-12.01 lumo_ha=-0.318
F 12.4955 -10.9374 13.1240 -0.58 0.34 -0.31
O 12.0905 -11.2040 17.4654 0.00 1.06 -2.26
O 13.5965 -11.6130 15.0247 -0.89 -0.30 0.92
O 9.8412 -10.6043 16.7369 1.39 0.32 -1.14
N 9.7935 -6.1456 12.5473 1.74 0.55 -2.63
F 11.3986 -8.8907 17.3187 0.39 -0.94 -1.39
S 12.2399 -11.3939 14.6457 3.70 -4.06 -5.75
S 11.2555 -10.3669 16.6381 -3.10 1.68 4.95
O 11.2833 -12.4614 14.4918 0.67 1.70 1.27
N 11.7195 -9.9835 15.0543 -1.71 2.83 2.32
O 10.0462 -3.9072 11.1614 -1.03 -1.89 0.40
F 11.4212 -5.8386 10.8513 -0.76 0.09 0.07
O 8.3126 -4.2982 13.5629 0.55 -0.75 -1.94
O 9.2256 -5.9282 9.9169 0.14 0.41 1.74
F 8.1798 -6.5707 14.0563 0.09 -0.23 0.51
F 13.4703 -5.6104 12.8161 -1.60 -2.17 1.13
S 8.3742 -5.5390 12.8299 -5.45 -1.15 7.48
Al 11.7169 -7.6540 13.7696 0.03 1.16 -0.92
O 7.3022 -6.0059 12.0041 1.09 1.18 -0.91
S 9.8925 -5.3400 11.0424 5.34 0.16 -3.54

---

Record 3
8
Properties=species:S:1:pos:R:3:forces:R:3 method="wB97M-V/def2-TZVPD" charge=0 molar_mass_g_mol=92.04 multiplicity=1 gap_ev=10.26 homo_energy_ev=-9.33 lumo_ha=0.034
C 0.2928 1.1644 -0.2902 -2.81 -1.29 0.38
C -1.0918 0.4273 0.2171 2.28 1.04 -0.81
H 0.4673 1.1578 -1.3666 0.17 -0.05 0.12
F -2.3799 0.6263 0.0201 0.11 -0.12 0.14
H -0.3399 -1.4148 1.2734 0.10 -0.21 0.02
F 0.5733 2.3642 0.2192 0.23 0.18 0.16
C -0.2793 -0.4902 0.7342 -0.98 0.35 -0.10
O 0.9355 0.0937 0.3963 0.91 0.11 0.08

---

Record 4
75
Properties=species:S:1:pos:R:3:forces:R:3 method="wB97M-V/def2-TZVPD" charge=+1 molar_mass_g_mol=749.97 multiplicity=1 gap_ev=6.62 homo_energy_ev=-10.17 lumo_ha=-0.130
H -3.4427 -2.2577 1.0133 -0.01 0.01 -0.04
H -1.1917 -3.5251 2.8878 0.00 -0.02 0.03
H -2.6667 -0.2622 3.1804 0.01 0.01 0.03
C -3.1030 5.4280 0.4514 -0.01 0.01 -0.14
H 1.1531 -2.6606 2.4951 0.04 -0.02 -0.02
C -2.3485 3.9574 -1.3164 0.05 -0.08 0.07
C -2.5987 -1.2488 2.7199 -0.04 -0.06 -0.13
C -3.5547 -0.4918 -0.8053 0.05 -0.03 0.08
N 1.6132 0.2203 1.8137 -0.02 0.14 0.05
C -2.0046 -2.6542 -3.4867 0.00 0.02 0.02
N -3.1541 -0.2424 0.5694 -0.20 -0.03 -0.06
H -3.5961 6.3309 0.7853 0.01 -0.01 0.01
H 0.7522 -4.1542 1.6439 0.03 -0.02 0.02
N 6.7906 0.3789 -0.4774 0.32 0.26 -0.09
H -1.5293 -3.1969 1.1870 -0.06 0.01 0.02
H 5.1651 0.2029 -2.7699 0.11 -0.03 -0.02
H -4.5551 -0.9383 -0.8727 -0.03 0.00 -0.03
H -3.5430 0.6396 0.8779 0.08 0.10 -0.04
H -2.9332 -1.9916 3.4526 0.01 0.00 0.05
C -2.5912 -1.4023 -1.5417 -0.02 -0.07 -0.03
N -1.2014 -1.4778 2.3266 -0.05 0.17 -0.03
H -2.6352 4.7680 2.4524 0.02 -0.04 -0.02
H -3.8113 -1.4932 -3.3026 0.02 -0.02 0.01
N 0.8893 -2.3939 0.4506 -0.07 -0.18 0.04
N 1.8212 -0.0342 -0.8821 -0.15 0.05 -0.23
C 1.8720 -0.1510 -2.1914 0.05 0.00 0.05
H -2.2071 -2.9858 -4.4971 0.00 0.01 0.01
C 2.9637 0.1323 -0.1945 0.09 0.13 -0.09
C -2.9905 5.1396 -0.8756 -0.02 0.04 0.05
Br -1.2278 2.3193 2.3992 -0.01 0.04 -0.03
C 5.3958 0.3263 0.0333 -0.19 -0.07 0.19
H 0.9328 -0.3258 -2.7021 0.03 0.04 0.00
C 0.5388 -3.0798 1.6931 -0.10 0.04 -0.09
C 1.5381 0.3071 3.1278 0.09 0.06 -0.10
C -3.5262 -1.2914 1.5126 0.19 0.04 0.05
H 6.1685 0.4726 1.9806 0.04 0.02 -0.03
C -1.1920 1.8114 -0.8481 0.10 -0.01 -0.05
H -0.1488 -3.7352 -3.3054 -0.02 0.01 0.01
O 6.9809 0.2880 -1.6744 -0.19 -0.09 0.15
H -3.3975 5.8109 -1.6226 0.02 0.00 0.02
C 5.2783 0.3909 1.3743 0.18 -0.03 -0.08
H -1.6073 2.3342 -4.2067 -0.04 0.01 0.03
H 1.8728 -2.1754 0.4626 0.02 0.06 0.00
C 4.2406 0.1164 -2.2316 -0.05 0.03 0.08
C -2.8947 -1.8226 -2.8290 0.00 -0.03 0.00
Cd -0.5147 0.1225 0.3713 0.17 -0.50 0.34
O 7.6734 0.5379 0.3401 -0.22 -0.11 -0.12
H -2.6599 4.4245 -3.3958 0.00 -0.03 0.00
C -1.6807 2.5433 -3.1454 0.00 0.02 -0.07
C -1.9413 3.4003 0.9796 0.04 -0.04 0.13
C -0.6275 -2.6150 -1.5376 -0.03 -0.02 -0.08
C -2.5626 4.5388 1.3978 0.00 0.04 0.09
H -3.5912 0.4594 -1.3373 0.01 0.04 0.00
C 2.6467 0.4016 3.9762 -0.06 -0.05 0.08
H 2.5053 0.4527 5.0468 0.00 0.03 -0.02
H -0.6008 -1.2013 3.0945 -0.08 -0.08 0.05
C -1.1731 1.6149 -2.2116 -0.03 0.01 0.08
H 4.7872 0.4914 4.0213 -0.02 0.02 0.00
C 2.8391 0.2457 1.2478 0.14 -0.08 0.15
C -1.7958 3.0215 -0.3842 -0.09 0.07 -0.15
C 4.0090 0.3517 2.0159 -0.28 0.03 -0.02
H 0.4134 -4.1829 -0.5706 0.03 -0.02 0.00
H -0.7826 0.6871 -2.6179 0.02 0.03 0.01
C 3.8928 0.4226 3.4141 0.07 -0.01 -0.04
C -0.8559 -3.0666 -2.8295 -0.01 -0.02 0.00
C -0.9248 -2.8857 2.0387 0.11 0.02 -0.08
N -1.4682 -1.7824 -0.9229 -0.02 0.14 -0.09
C 3.0636 -0.0608 -2.9106 0.06 0.02 -0.03
C -2.2576 3.6939 -2.7041 -0.01 -0.01 -0.01
H 0.5407 0.3167 3.5510 0.02 0.06 0.03
H 1.4415 -3.0751 -1.4513 0.03 0.00 0.00
C 4.2322 0.1914 -0.8205 0.00 -0.01 -0.12
C 0.5851 -3.1180 -0.7767 -0.07 0.04 0.07
H -4.5617 -1.1967 1.8547 -0.04 -0.03 -0.01
H 3.0535 -0.1161 -3.9913 0.00 -0.03 0.05

---

Record 5
10
Properties=species:S:1:pos:R:3:forces:R:3 method="wB97M-V/def2-TZVPD" charge=0 molar_mass_g_mol=108.12 multiplicity=1 gap_ev=11.78 homo_energy_ev=-11.07 lumo_ha=0.026
O -1.1209 0.5913 0.0114 -2.20 0.63 -5.56
C -0.4087 -0.1009 -1.1255 -1.13 0.90 0.93
H -0.5083 0.4965 -2.0656 0.47 -0.51 0.93
O 1.8403 -1.2857 0.1261 -1.32 1.30 0.12
H -0.9578 -0.6862 1.5766 0.14 -1.48 0.02
C -0.4931 0.1039 1.0336 2.83 1.52 4.52
O 1.7301 1.1422 -0.1540 0.88 2.42 0.22
S 1.0465 -0.0622 0.0396 0.06 -4.56 -1.04
H -0.3174 0.9215 1.7668 -0.01 -0.44 0.00
H -0.8107 -1.1205 -1.2090 0.27 0.22 -0.14

---

Record 6
69
Properties=species:S:1:pos:R:3:forces:R:3 method="wB97M-V/def2-TZVPD" charge=-2 molar_mass_g_mol=685.56 multiplicity=2 gap_ev="4.56 / 5.83" homo_energy_ev="-0.45 / -1.73" lumo_ha="0.151 / 0.151"
H 0.3737 -4.4349 -0.0553 -0.17 0.03 0.03
C 0.7861 -4.4220 -3.1189 -0.03 0.01 0.00
S 0.4801 1.5470 1.4020 0.27 -0.03 -0.14
H 0.7477 -5.1754 1.4925 0.04 0.01 0.06
O 0.9032 -3.1261 1.4818 -0.13 -0.50 0.01
H -0.0567 2.9528 -1.0345 0.04 0.07 0.07
C 1.1839 3.0385 0.7044 0.09 0.03 0.01
C 2.2469 3.6480 1.3507 0.01 0.08 0.00
H 2.6890 -3.7038 -0.3678 0.04 -0.05 -0.02
C -2.9279 3.1563 3.9879 -0.04 0.03 0.01
H -0.3941 -2.7324 3.5706 -0.03 -0.03 0.02
H -0.5722 -1.2787 5.5942 0.00 -0.02 0.01
H 3.6654 5.2528 1.2735 0.01 0.00 0.00
H 2.5939 -5.4749 -0.2062 0.00 -0.01 -0.02
H 0.8611 -0.8517 4.6299 -0.01 0.01 0.02
C 1.0394 -4.3777 0.8024 0.29 0.08 -0.05
H 2.6398 3.2247 2.2675 0.00 -0.02 -0.01
C -3.2662 -0.4358 -2.4519 -0.07 -0.11 0.09
H 3.8715 -3.4386 -4.0914 0.00 0.00 0.01
C -2.1382 1.7852 2.1714 0.09 0.05 0.16
C -3.3653 1.5376 -4.0672 -0.03 0.04 0.27
N -1.1339 -0.4351 -1.8998 -0.48 -0.24 0.05
S 2.7195 0.0120 0.1228 0.68 0.20 0.44
H 3.2534 -1.4993 -2.6855 0.01 0.04 -0.03
N -2.3083 -1.0274 -1.7228 -0.23 -0.10 0.07
C -1.6494 3.6741 4.1569 0.00 0.00 -0.01
C 0.4422 -3.3068 -2.3523 0.14 0.09 -0.10
O -0.3018 0.9586 0.2544 -0.30 0.14 0.07
C -3.1685 2.2157 2.9972 0.00 0.00 0.00
H -3.7357 3.4888 4.6290 0.00 0.00 0.00
C -0.7468 -1.7020 3.4880 0.01 0.05 -0.06
C 2.3724 5.2443 -0.4422 0.00 0.00 -0.03
H 2.8474 6.1052 -0.8973 0.00 0.00 -0.01
H -0.5899 0.1608 4.5648 0.00 0.05 -0.02
S -1.9610 -3.0307 0.7844 -0.17 0.01 -0.12
C -2.6781 0.6055 -3.1425 -0.05 0.03 -0.20
H -1.8419 -1.7167 3.4684 0.05 -0.04 -0.01
O -0.2181 2.3714 -3.7995 -0.23 -0.04 0.09
Ti 0.8905 -0.4036 -0.9809 0.15 -1.12 1.21
H 0.3844 3.6436 3.4798 0.05 0.01 -0.01
C 1.2965 -2.2091 -2.1432 0.01 -0.16 -0.55
P -0.1819 -2.0417 0.9033 0.05 0.36 0.05
H 0.9985 4.9314 -2.0725 0.01 0.01 -0.01
H -2.3752 -1.7718 -0.9956 0.02 0.05 -0.08
H 0.1100 -5.2610 -3.2446 0.00 0.01 0.00
O -4.5527 1.4317 -4.3006 -0.08 -0.04 -0.14
H -0.5374 -3.3189 -1.8840 -0.07 -0.01 0.02
O 0.8702 1.0334 -2.3835 0.62 0.51 -0.68
C 2.8308 4.7703 0.7802 -0.04 -0.04 0.04
C 0.7320 3.4882 -0.5247 -0.06 0.09 0.09
C -0.6126 3.2444 3.3436 -0.02 -0.12 -0.04
H -1.6630 2.4911 -4.2454 0.17 -0.10 -0.17
H -4.2882 -0.7729 -2.4442 0.00 0.00 0.02
H -1.4586 4.4131 4.9262 0.00 0.00 0.00
F 2.3779 -5.5279 -4.4889 -0.01 0.02 0.01
H 3.1682 -4.4733 1.1515 -0.01 -0.02 -0.02
C 2.4652 -4.5235 0.3159 0.07 0.05 0.16
C -0.2301 -0.8667 4.6413 0.03 0.02 -0.05
C -1.3284 0.5499 -2.7503 -0.22 0.15 -0.22
C 2.5344 -2.3022 -2.8106 0.00 -0.13 0.07
O -0.2658 -1.1337 2.2758 -0.06 0.00 0.09
C 2.0209 -4.4387 -3.7261 -0.01 -0.02 -0.02
C -0.1393 1.3851 -3.0231 -0.04 0.48 -0.40
O -2.6300 2.5009 -4.5883 -0.17 0.07 -0.02
C 1.3333 4.5978 -1.0990 -0.01 -0.02 0.04
H -2.2967 1.0404 1.4049 -0.02 -0.03 -0.04
H -4.1625 1.8056 2.8670 0.00 0.01 -0.01
C -0.8608 2.3010 2.3520 -0.20 0.10 -0.04
C 2.9080 -3.3923 -3.5955 0.03 0.02 0.04